A structure of composition CH3Cl3SSi, computed with the ωB97M-V functional and the def2-TZVPD basis.

XYZ file:
```
9
CH3Cl3SSi, DFT the ωB97M-V functional and the def2-TZVPD basis
C 2.35 -0.21 0.25
Si -1.84 0.17 0.03
S 0.87 -0.39 -0.55
Cl -2.78 1.17 1.53
Cl -2.11 -1.82 0.42
Cl -2.72 0.58 -1.75
H 2.55 -0.95 1.00
H 2.71 0.79 0.42
H 0.96 0.68 -1.35
```

Its spin multiplicity is 1. For the total energy, the calculation gives -2108.202859 a.u. The net charge is 0. As for the frontier orbital gap (alpha / beta): 0.262 / 0.262 Eh.

Atom-resolved charges from Löwdin, all expressed in e: number 1, C, carries -0.42; number 2, Si, carries -0.76; number 3, S, carries 0.66; number 4, Cl, carries 0.22; number 5, Cl, carries 0.19; number 6, Cl, carries 0.22; number 7, H, carries -0.01; number 8, H, carries 0.00; number 9, H, carries -0.09

---

The molecule CH3Cl3Si, computed with the ωB97M-V functional and the def2-TZVPD basis.

XYZ file:
```
8
CH3Cl3Si, DFT the ωB97M-V functional and the def2-TZVPD basis
C 0.18 0.80 0.79
Si -0.08 -0.45 -0.62
Cl -1.39 -2.15 0.30
Cl -0.97 0.27 -2.23
Cl 1.61 -1.34 -1.19
H 0.74 1.58 0.40
H -0.88 1.14 1.03
H 0.79 0.15 1.52
```

Its spin multiplicity is 1. For the total energy, the calculation gives -1710.116310 a.u. The net charge is 0. The SMILES is C[Si](Cl)(Cl)Cl. As for the frontier orbital gap: 0.420 Eh.

Atom-resolved charges from Löwdin, all expressed in e: number 1, C, carries -0.25; number 2, Si, carries -0.59; number 3, Cl, carries 0.04; number 4, Cl, carries 0.35; number 5, Cl, carries 0.34; number 6, H, carries -0.02; number 7, H, carries 0.06; number 8, H, carries 0.06

---

A cluster of 2 separate species, CH3ClFN in total, computed with the ωB97M-V functional and the def2-TZVPD basis.

XYZ file:
```
7
CH3ClFN, DFT the ωB97M-V functional and the def2-TZVPD basis
C 0.71 0.58 0.24
N -0.34 0.35 -0.40
Cl -1.64 1.39 -0.07
H 0.85 1.50 0.87
H 1.47 -0.06 -0.16
F -0.88 -2.16 -0.16
H -0.17 -1.61 -0.31
```

Its spin multiplicity is 1. For the total energy, the calculation gives -654.645876 a.u. The net charge is 0. The SMILES is C=NCl.F. As for the frontier orbital gap: 0.417 Eh.

Atom-resolved charges from Löwdin, all expressed in e: number 1, C, carries -0.16; number 2, N, carries -0.51; number 3, Cl, carries 0.58; number 4, H, carries 0.09; number 5, H, carries 0.08; number 6, F, carries -0.07; number 7, H, carries -0.01

---

A structure of composition CH3ClFNO2S2, computed with the ωB97M-V functional and the def2-TZVPD basis.

XYZ file:
```
11
CH3ClFNO2S2, DFT the ωB97M-V functional and the def2-TZVPD basis
C -2.10 0.13 0.36
N 1.76 -0.72 -0.90
O 0.49 -0.51 1.24
O 1.75 1.51 0.56
F -3.20 0.77 0.05
S -0.58 1.27 -0.87
S 0.95 0.37 0.20
Cl -2.18 -1.56 -0.06
H -1.68 0.40 1.32
H 2.36 -0.31 -1.56
H 2.42 -1.33 -0.33
```

Its spin multiplicity is 1. For the total energy, the calculation gives -1601.501698 a.u. The net charge is 0. As for the frontier orbital gap: 0.337 Eh.

Atom-resolved charges from Löwdin, all expressed in e: number 1, C, carries -0.80; number 2, N, carries -0.11; number 3, O, carries -0.39; number 4, O, carries -0.39; number 5, F, carries -0.03; number 6, S, carries 0.59; number 7, S, carries 0.28; number 8, Cl, carries 0.68; number 9, H, carries 0.06; number 10, H, carries 0.02; number 11, H, carries 0.10

---

The molecule CH3ClFNS, computed with the ωB97M-V functional and the def2-TZVPD basis.

XYZ file:
```
8
CH3ClFNS, DFT the ωB97M-V functional and the def2-TZVPD basis
C 1.00 -0.94 0.20
N -1.17 0.22 0.35
F 1.24 -0.20 1.29
S -0.24 -0.48 -0.79
Cl 0.08 1.30 -2.19
H -0.79 0.98 0.92
H 1.98 -1.38 0.05
H -2.09 0.50 0.16
```

Its spin multiplicity is 1. For the total energy, the calculation gives -1052.808176 a.u. The net charge is 0. As for the frontier orbital gap: 0.318 Eh.

Atom-resolved charges from Löwdin, all expressed in e: number 1, C, carries -0.47; number 2, N, carries -0.28; number 3, F, carries -0.07; number 4, S, carries 0.72; number 5, Cl, carries -0.12; number 6, H, carries 0.08; number 7, H, carries 0.09; number 8, H, carries 0.04

---

A cluster of 2 separate species, CH3ClFOP in total, computed with the ωB97M-V functional and the def2-TZVPD basis.

XYZ file:
```
8
CH3ClFOP, DFT the ωB97M-V functional and the def2-TZVPD basis
C 0.26 -0.65 -0.06
O -0.87 -0.38 0.63
F -2.13 0.65 -1.25
P -2.24 0.31 0.36
Cl 2.43 1.31 0.42
H 1.40 0.33 0.39
H 0.33 -0.27 -0.99
H 0.82 -1.30 0.50
```

Its spin multiplicity is 1. For the total energy, the calculation gives -1016.477819 a.u. The net charge is 0. As for the frontier orbital gap (alpha / beta): 0.259 / 0.295 Eh.

Atom-resolved charges from Löwdin, all expressed in e: number 1, C, carries -0.13; number 2, O, carries -0.46; number 3, F, carries -0.38; number 4, P, carries 0.92; number 5, Cl, carries 0.17; number 6, H, carries -0.24; number 7, H, carries 0.05; number 8, H, carries 0.06

---

A cluster of 2 separate species, CH3ClN2 in total, computed with the ωB97M-V functional and the def2-TZVPD basis.

XYZ file:
```
7
CH3ClN2, DFT the ωB97M-V functional and the def2-TZVPD basis
N 0.60 0.73 -1.14
C -0.36 0.12 -0.65
N -1.51 -0.18 -0.47
Cl -2.47 -1.54 -0.88
H 1.36 0.85 -0.47
H 1.41 -0.27 1.71
H 0.97 0.29 1.89
```

Its spin multiplicity is 1. For the total energy, the calculation gives -609.491403 a.u. The net charge is 0. The SMILES is N=C=NCl.[H][H]. As for the frontier orbital gap: 0.370 Eh.

Atom-resolved charges from Löwdin, all expressed in e: number 1, N, carries 0.14; number 2, C, carries -0.45; number 3, N, carries -0.37; number 4, Cl, carries 0.57; number 5, H, carries 0.04; number 6, H, carries 0.03; number 7, H, carries 0.03

---

A structure of composition CH3ClN2O2, computed with the ωB97M-V functional and the def2-TZVPD basis.

XYZ file:
```
9
CH3ClN2O2, DFT the ωB97M-V functional and the def2-TZVPD basis
C -0.79 -0.72 0.07
N 0.40 -0.08 0.40
N 1.19 0.56 -0.52
O 1.02 -0.04 -1.61
O 1.88 1.47 -0.19
Cl -0.15 1.44 1.99
H -1.40 -0.93 0.90
H -1.50 -0.07 -0.66
H -0.65 -1.63 -0.39
```

Its spin multiplicity is 1. For the total energy, the calculation gives -759.853237 a.u. The net charge is 0. As for the frontier orbital gap (alpha / beta): 0.300 / 0.300 Eh.

Atom-resolved charges from Löwdin, all expressed in e: number 1, C, carries -0.17; number 2, N, carries -0.11; number 3, N, carries -0.46; number 4, O, carries 0.07; number 5, O, carries 0.09; number 6, Cl, carries 0.30; number 7, H, carries 0.06; number 8, H, carries 0.15; number 9, H, carries 0.07

---

A cluster of 2 separate species, CH3ClN2O2 in total, computed with the ωB97M-V functional and the def2-TZVPD basis.

XYZ file:
```
9
CH3ClN2O2, DFT the ωB97M-V functional and the def2-TZVPD basis
C 0.47 -0.29 -0.01
N -1.06 1.49 0.05
N 0.08 0.99 -0.28
O -1.60 2.51 -0.35
O 0.77 1.44 -2.18
Cl -0.71 -1.19 1.13
H 0.56 -0.91 -0.76
H 1.24 -0.14 0.66
H -1.53 0.81 0.73
```

Its spin multiplicity is 1. For the total energy, the calculation gives -759.778291 a.u. The net charge is 0. As for the frontier orbital gap (alpha / beta): 0.341 / 0.343 Eh.

Atom-resolved charges from Löwdin, all expressed in e: number 1, C, carries -0.47; number 2, N, carries -0.16; number 3, N, carries -0.06; number 4, O, carries 0.04; number 5, O, carries -0.10; number 6, Cl, carries 0.53; number 7, H, carries 0.03; number 8, H, carries 0.07; number 9, H, carries 0.11

---

The molecule CH3ClN2O2, computed with the ωB97M-V functional and the def2-TZVPD basis.

XYZ file:
```
9
CH3ClN2O2, DFT the ωB97M-V functional and the def2-TZVPD basis
C -1.32 0.69 0.03
N 0.86 -1.86 -0.53
N -0.07 1.09 0.13
O 0.73 0.51 1.04
O 0.51 1.87 -0.64
Cl 1.93 -0.86 0.11
H -1.77 1.43 -0.63
H -1.57 -0.17 0.56
H 0.70 -2.70 -0.06
```

Its spin multiplicity is 1. For the total energy, the calculation gives -759.776460 a.u. The net charge is 0. As for the frontier orbital gap (alpha / beta): 0.260 / 0.282 Eh.

Atom-resolved charges from Löwdin, all expressed in e: number 1, C, carries 0.12; number 2, N, carries -0.38; number 3, N, carries -0.49; number 4, O, carries -0.26; number 5, O, carries -0.04; number 6, Cl, carries 0.91; number 7, H, carries 0.11; number 8, H, carries 0.07; number 9, H, carries -0.03

---

A cluster of 2 separate species, CH3ClN2O2 in total, computed with the ωB97M-V functional and the def2-TZVPD basis.

XYZ file:
```
9
CH3ClN2O2, DFT the ωB97M-V functional and the def2-TZVPD basis
C -1.21 0.69 0.09
N 1.24 -1.23 0.15
N 0.25 0.55 -0.26
O 2.41 -0.94 0.17
O 0.91 1.50 0.01
Cl -1.76 -0.95 0.01
H -1.34 1.20 1.04
H -1.62 1.24 -0.75
H 1.12 -2.05 -0.47
```

Its spin multiplicity is 3. For the total energy, the calculation gives -759.841398 a.u. The net charge is 0. As for the frontier orbital gap (alpha / beta): 0.270 / 0.272 Eh.

Atom-resolved charges from Löwdin, all expressed in e: number 1, C, carries -0.57; number 2, N, carries -0.05; number 3, N, carries -0.24; number 4, O, carries -0.04; number 5, O, carries 0.01; number 6, Cl, carries 0.61; number 7, H, carries 0.09; number 8, H, carries 0.08; number 9, H, carries 0.11

---

A cluster of 3 separate species, CH3ClO2 in total, computed with the ωB97M-V functional and the def2-TZVPD basis.

XYZ file:
```
7
CH3ClO2, DFT the ωB97M-V functional and the def2-TZVPD basis
C -1.56 1.15 -0.21
O -2.03 2.18 0.18
O -1.96 -0.19 -0.42
Cl -3.54 -0.60 0.20
H 1.23 0.07 1.52
H -0.59 1.05 -0.73
H 0.65 0.67 1.32
```

Its spin multiplicity is 3. For the total energy, the calculation gives -650.331443 a.u. The net charge is 0. As for the frontier orbital gap (alpha / beta): 0.332 / 0.271 Eh.

Atom-resolved charges from Löwdin, all expressed in e: number 1, C, carries -0.44; number 2, O, carries 0.09; number 3, O, carries -0.49; number 4, Cl, carries 0.65; number 5, H, carries 0.05; number 6, H, carries 0.12; number 7, H, carries 0.02